No. 1
Below is the molecule C19H22N4O3, with properties calculated with ωB97M-V/def2-TZVPD.

XYZ file:
```
48
Properties=species:S:1:pos:R:3:forces:R:3
C -4.521 3.063 -5.848 0.266 -0.009 0.393
C -3.730 3.711 -4.728 -0.156 0.462 -0.252
O -3.243 2.683 -3.867 -0.026 -0.339 -0.013
C -2.566 3.094 -2.784 0.026 0.356 0.033
O -2.369 4.260 -2.536 -0.011 -0.124 -0.033
C -2.101 1.969 -1.943 0.083 -0.163 0.160
C -1.366 2.252 -0.794 -0.215 -0.032 -0.341
C -0.918 1.240 0.029 0.112 -0.032 0.176
C -1.203 -0.085 -0.293 -0.115 0.335 -0.191
N -0.771 -1.163 0.482 -0.155 -0.247 -0.305
C -0.146 -1.148 1.697 -0.180 -0.523 0.113
O 0.051 -0.152 2.352 0.017 0.249 0.041
C 0.316 -2.542 2.129 0.268 0.107 0.122
C 0.670 -2.543 3.624 0.022 -0.070 0.056
C 1.909 -3.387 3.908 -0.096 0.082 -0.127
C 3.117 -2.805 3.165 0.228 -0.210 0.320
N 2.731 -2.264 1.871 -0.072 -0.233 0.078
C 3.038 -0.968 1.574 0.580 0.658 0.005
C 2.590 -0.300 0.413 -0.059 -0.184 -0.065
N 2.919 0.943 0.154 -0.044 0.136 -0.106
C 3.706 1.575 1.021 0.139 0.112 0.138
C 4.191 0.919 2.137 -0.119 0.189 -0.199
N 3.869 -0.334 2.410 -0.201 -0.301 -0.152
C 1.579 -2.912 1.309 -0.287 -0.016 -0.126
C -1.930 -0.372 -1.450 0.057 -0.035 0.112
C -2.378 0.643 -2.267 0.054 0.171 0.036
H -4.899 3.830 -6.519 -0.046 0.065 -0.079
H -5.359 2.503 -5.440 -0.113 -0.049 -0.016
H -3.887 2.382 -6.408 0.022 -0.062 -0.111
H -4.353 4.397 -4.142 0.137 -0.078 -0.099
H -2.878 4.280 -5.117 -0.139 -0.050 0.096
H -1.152 3.284 -0.560 0.026 0.080 0.031
H -0.350 1.465 0.915 0.010 0.009 0.012
H -0.959 -2.070 0.075 0.092 0.127 0.179
H -0.473 -3.268 1.908 -0.012 0.027 -0.035
H 0.869 -1.511 3.923 -0.077 -0.070 0.006
H -0.177 -2.903 4.209 -0.017 0.075 0.017
H 1.728 -4.421 3.607 0.030 -0.061 0.062
H 2.115 -3.390 4.978 0.032 -0.080 -0.006
H 3.560 -1.986 3.733 -0.052 -0.254 -0.012
H 3.881 -3.577 3.014 0.022 0.079 0.107
H 1.963 -0.769 -0.332 -0.086 -0.162 0.051
H 3.948 2.602 0.793 0.112 0.089 0.079
H 4.859 1.395 2.843 0.043 0.152 -0.026
H 1.459 -2.646 0.258 0.025 -0.125 0.037
H 1.746 -3.991 1.360 -0.057 0.080 -0.090
H -2.144 -1.402 -1.704 -0.032 -0.095 -0.021
H -2.942 0.417 -3.158 -0.035 -0.035 -0.055
```
Forces are in eV/Å.

Calculated values
Maximum force: 0.88 eV/Å
ΔE to the lowest compared entry with this formula, charge and spin: 9.4 kcal per mole
Net charge: 0
Molar mass: 354.41 Da
Kohn-Sham gap: 8.45 eV
LUMO energy: 0.42 eV
Spin multiplicity: 1
HOMO: -8.04 eV

---

No. 2
Below is a structure of composition C19H23AlIN5O3S2 in a non-equilibrium geometry, with properties calculated with ωB97M-V/def2-TZVPD.

XYZ file:
```
54
Properties=species:S:1:pos:R:3:forces:R:3
C 0.538 2.192 -3.532 -0.214 -1.034 0.028
I -0.942 -1.262 -3.421 -0.265 0.215 -1.799
H -0.148 2.040 -4.468 -0.289 -0.030 1.909
H 1.329 1.571 -3.947 1.161 0.818 -0.147
H 0.676 3.307 -3.433 0.396 -0.745 -0.504
C -0.832 4.093 -0.151 -1.209 -0.692 -0.924
C -2.026 3.638 -0.690 2.521 -0.208 0.720
N -1.701 2.425 -1.292 0.754 1.270 0.700
C -0.362 2.177 -1.145 2.430 -0.036 -3.913
N 0.193 3.241 -0.514 -1.267 1.833 2.439
H -0.624 4.993 0.354 0.075 0.771 0.682
H -3.040 3.954 -0.647 -0.337 0.371 0.176
C 2.629 -4.022 -0.733 1.712 0.876 0.282
C 1.069 -2.475 -1.079 0.060 -0.124 0.909
N 2.356 -2.672 -0.690 -1.375 -1.169 -1.028
H 1.264 -5.651 -1.325 0.425 -0.466 0.113
N 0.550 -3.714 -1.277 0.077 1.490 -0.326
H 3.599 -4.419 -0.556 0.464 -0.076 0.202
Al -0.006 -0.800 -1.114 1.042 3.441 1.635
C 0.511 1.570 -2.129 -2.847 -1.478 1.131
O 1.510 0.778 -1.521 -0.572 -1.135 -1.026
C 1.541 -4.637 -1.133 -2.276 -1.578 -0.333
C -0.855 -3.988 -1.580 0.013 -0.459 -0.408
H -1.516 -3.459 -0.848 0.528 -0.284 -0.536
H -0.929 -5.077 -1.469 -0.372 0.122 -0.078
H -1.099 -3.653 -2.628 0.225 -0.590 1.278
C 3.309 -1.683 -0.347 0.270 0.937 0.029
H 4.283 -2.037 -0.593 0.833 -0.324 -0.222
H 3.251 -1.438 0.683 -0.052 0.089 1.170
H 3.132 -0.751 -0.852 -0.367 0.377 -0.570
C 1.604 3.606 -0.335 -0.759 0.164 0.354
H 1.938 4.356 -1.059 -0.271 -0.167 -0.215
H 2.218 2.729 -0.410 0.148 -0.575 -0.097
H 1.724 4.034 0.672 -0.119 -0.270 -0.250
C -2.634 1.688 -2.039 -1.015 -0.460 -0.881
H -2.332 1.422 -3.039 0.631 -0.154 -0.271
H -3.482 2.326 -2.197 -0.676 0.473 0.069
H -2.985 0.802 -1.539 0.126 -0.490 0.346
O 0.889 1.994 2.035 1.271 -0.793 -0.333
S 0.913 0.522 2.037 -4.787 0.016 -0.495
O 2.146 -0.181 2.209 2.148 0.037 -0.198
N -0.028 -0.130 0.778 3.806 1.222 -0.830
C -1.225 -0.592 1.227 -0.261 0.881 5.231
S -2.147 -1.164 0.018 -1.863 -1.764 -3.076
C -1.376 -0.572 2.620 0.535 0.119 -4.390
C -2.384 -1.122 3.372 -1.877 -0.660 2.735
C -2.281 -0.996 4.755 -1.068 -0.581 -1.544
C -1.182 -0.390 5.348 1.133 0.720 1.408
C -0.115 0.121 4.613 -0.119 -0.236 -1.314
C -0.261 0.025 3.233 1.966 0.540 1.603
H -3.251 -1.604 2.907 0.337 0.157 0.135
H -3.083 -1.367 5.387 0.013 -0.083 0.019
H -1.130 -0.280 6.411 -0.137 -0.094 0.656
H 0.803 0.535 5.073 -0.702 -0.185 -0.251
```
Forces are in eV/Å.

Calculated values
Maximum force: 5.31 eV/Å
ΔE to the lowest compared entry with this formula, charge and spin: 0.0 kcal per mole
Net charge: -2
Molar mass: 587.45 Da
Kohn-Sham gap: 2.11 eV
LUMO energy: 4.30 eV
Spin multiplicity: 1
HOMO: 2.18 eV

---

No. 3
Below is a structure of composition C19H23AsNO4RuS, with properties calculated with ωB97M-V/def2-TZVPD.

XYZ file:
```
50
Properties=species:S:1:pos:R:3:forces:R:3
Ru 0.533 0.000 0.009 -0.524 0.029 0.144
O -2.839 0.864 -0.844 -0.075 0.231 0.251
C -1.802 1.478 -0.669 0.253 -0.019 -0.298
O -0.992 1.384 0.345 0.015 -0.067 0.216
C -1.299 2.416 -1.728 -0.054 -0.142 -0.098
C -1.979 3.583 -2.054 -0.020 -0.082 -0.061
C -1.515 4.403 -3.069 0.066 -0.028 -0.036
C -0.372 4.048 -3.778 -0.070 0.054 0.020
C 0.314 2.892 -3.454 0.029 -0.070 0.032
C -0.138 2.069 -2.418 0.269 0.118 0.008
S 0.872 0.653 -2.047 -0.229 -0.212 0.084
H -2.883 3.831 -1.513 -0.006 -0.007 -0.007
H -2.050 5.311 -3.316 0.010 0.005 -0.008
H -0.012 4.675 -4.583 -0.002 0.006 0.004
H 1.213 2.618 -3.992 -0.008 0.008 -0.008
O 3.756 -1.931 1.428 0.047 -0.011 -0.070
C 2.964 -1.177 0.904 -0.062 0.016 -0.002
O 1.934 -1.508 0.187 0.283 0.233 0.040
C 3.144 0.330 1.094 -0.002 0.001 -0.079
C 4.307 0.879 1.600 -0.023 -0.025 0.023
C 4.400 2.258 1.691 0.010 0.034 0.012
C 3.331 3.048 1.289 0.024 -0.013 -0.002
C 2.191 2.434 0.809 -0.014 -0.091 0.082
N 2.116 1.103 0.721 0.102 0.125 -0.018
H 5.102 0.212 1.902 0.003 -0.001 -0.007
H 5.303 2.718 2.071 -0.004 0.001 0.003
H 3.377 4.126 1.346 -0.006 0.000 -0.001
H 1.311 2.976 0.487 -0.004 0.010 0.000
C -3.630 -1.311 1.177 0.028 -0.098 0.011
C -2.929 -2.049 0.041 -0.158 0.060 0.134
As -0.997 -1.922 0.105 0.070 -0.015 -0.415
C -0.560 -2.443 1.931 0.003 -0.060 0.081
C -0.335 -1.196 2.787 -0.062 -0.012 -0.054
C -0.447 -3.392 -1.047 0.020 -0.050 0.011
C -0.291 -4.734 -0.340 -0.024 0.004 -0.018
H -4.711 -1.414 1.081 0.001 0.001 -0.013
H -3.389 -0.251 1.146 0.001 0.020 0.011
H -3.349 -1.720 2.150 -0.008 0.002 -0.001
H -3.232 -1.656 -0.929 -0.019 0.030 0.018
H -3.158 -3.118 0.072 0.033 -0.010 -0.050
H 0.346 -3.046 1.888 0.014 0.021 -0.018
H -1.367 -3.061 2.326 0.026 -0.005 0.049
H 0.505 -0.595 2.408 0.023 0.001 0.041
H -0.073 -1.463 3.811 0.017 0.011 0.001
H -1.210 -0.547 2.809 0.004 0.008 -0.012
H 0.487 -3.082 -1.512 0.016 -0.017 0.012
H -1.208 -3.445 -1.827 0.007 0.013 -0.013
H 0.560 -4.722 0.341 -0.003 0.004 0.004
H -0.117 -5.527 -1.068 0.005 -0.005 0.006
H -1.182 -5.001 0.232 -0.003 -0.004 -0.007
```
Forces are in eV/Å.

Calculated values
⟨S²⟩: 0.76
Maximum force: 0.54 eV/Å
ΔE to the lowest compared entry with this formula, charge and spin: 18.6 kcal per mole
Net charge: 0
Molar mass: 537.46 Da
Kohn-Sham gap (spin up / spin down): 7.22 / 6.81 eV
LUMO energy (spin up / spin down): -0.57 / -1.41 eV
Spin multiplicity: 2
HOMO (spin up / spin down): -7.79 / -8.21 eV